C2H5NO2 | ωB97M-V/def2-TZVPD

Total energy (eV): -7739.8876
HOMO energy (eV): -9.3
LUMO energy (Eh): 0.0271
HOMO-LUMO gap (eV): 10.00

Structure (ORCA input):
```
! wB97M-V def2-TZVPD RIJCOSX def2/J DEFGRID3
* xyz 0 1
O -1.765 1.006 -0.697
C -0.672 0.589 -0.486
O 0.368 1.211 -1.054
C -0.414 -0.591 0.440
N 0.985 -0.956 0.518
H 0.162 1.967 -1.479
H -0.760 -0.176 1.366
H -0.917 -1.521 0.118
H 1.415 -0.967 1.451
H 1.598 -0.562 -0.178
*
```



C2H5NO2 | ωB97M-V/def2-TZVPD

Total energy (eV): -7740.1439
HOMO energy (eV): -9.8
LUMO energy (Eh): 0.0202
HOMO-LUMO gap (eV): 10.32

Structure (ORCA input):
```
! wB97M-V def2-TZVPD RIJCOSX def2/J DEFGRID3
* xyz 0 1
C -0.633 -0.878 -0.019
C 0.695 -0.022 0.010
H -2.341 0.004 0.772
H -2.319 0.075 -0.841
H -0.751 -1.554 -0.878
H -0.634 -1.384 0.984
H -0.492 1.317 0.033
N -1.710 0.176 0.015
O 1.750 -0.539 -0.004
O 0.517 1.253 -0.012
*
```



C2H5NO2 | ωB97M-V/def2-TZVPD

Total energy (eV): -7736.3573
HOMO energy (eV): -10.3
LUMO energy (Eh): 0.0302
HOMO-LUMO gap (eV): 11.11

Structure (ORCA input):
```
! wB97M-V def2-TZVPD RIJCOSX def2/J DEFGRID3
* xyz 0 1
C -0.239 -0.634 0.313
C 0.942 0.070 1.011
N 2.278 0.089 -0.212
O 2.069 -0.717 -1.059
O 3.204 0.809 0.004
H -0.867 -0.103 -0.330
H 0.336 -1.507 -0.142
H -0.907 -1.184 1.083
H 0.870 1.121 1.221
H 1.460 -0.462 1.861
*
```



C2H5NO2 | ωB97M-V/def2-TZVPD

Total energy (eV): -7736.1217
HOMO energy (eV): -9.9
LUMO energy (Eh): -0.0757
HOMO-LUMO gap (eV): 7.87

Structure (ORCA input):
```
! wB97M-V def2-TZVPD RIJCOSX def2/J DEFGRID3
* xyz 0 1
O -1.987 -0.077 -0.604
C -1.079 0.148 0.174
O -0.960 -0.523 1.388
C 0.474 -0.168 -0.633
N 1.447 0.107 0.190
H -0.888 1.215 0.412
H 0.397 -1.247 -0.775
H 0.421 0.314 -1.613
H 2.182 0.738 -0.119
H -0.006 -0.507 1.580
*
```



C2H5NO2 | ωB97M-V/def2-TZVPD

Total energy (eV): -7740.0549
HOMO energy (eV): -10.0
LUMO energy (Eh): 0.0287
HOMO-LUMO gap (eV): 10.79

Structure (ORCA input):
```
! wB97M-V def2-TZVPD RIJCOSX def2/J DEFGRID3
* xyz 0 1
O 1.318 -0.133 1.494
C 1.285 -0.446 0.329
N 0.389 -0.101 -0.625
C -0.793 0.733 -0.350
O -1.949 0.024 -0.686
H 2.080 -1.103 -0.064
H 0.438 -0.645 -1.480
H -0.758 1.608 -0.991
H -0.667 1.011 0.701
H -2.158 -0.569 0.044
*
```



C2H5NO2 | ωB97M-V/def2-TZVPD

Total energy (eV): -7739.5668
HOMO energy (eV): -9.9
LUMO energy (Eh): 0.0089
HOMO-LUMO gap (eV): 10.18

Structure (ORCA input):
```
! wB97M-V def2-TZVPD RIJCOSX def2/J DEFGRID3
* xyz 0 1
N -0.528 0.239 -1.237
C -1.267 0.870 -0.292
O -1.831 1.936 -0.428
C 1.398 -0.808 1.138
O 0.837 -1.672 0.509
H -0.508 0.604 -2.177
H -0.118 -0.666 -1.047
H 1.452 0.232 0.767
H 1.880 -1.031 2.109
H -1.314 0.295 0.658
*
```



C2H5NO2 | ωB97M-V/def2-TZVPD

Total energy (eV): -7734.9995
HOMO energy (eV): -8.3
LUMO energy (Eh): 0.0258
HOMO-LUMO gap (eV): 8.95

Structure (ORCA input):
```
! wB97M-V def2-TZVPD RIJCOSX def2/J DEFGRID3
* xyz 0 1
C 1.281 -0.689 -1.572
C 0.105 0.895 0.487
N 0.734 -0.412 0.429
O 0.412 -0.276 -2.233
O -0.095 -1.492 0.666
H 2.210 -1.158 -1.856
H 0.745 1.568 0.841
H -0.314 1.061 -0.449
H -0.824 0.703 1.062
H -0.922 -1.426 0.001
*
```



C2H5NO2 | ωB97M-V/def2-TZVPD

Total energy (eV): -7736.8987
HOMO energy (eV): -9.3
LUMO energy (Eh): 0.0005
HOMO-LUMO gap (eV): 9.32

Structure (ORCA input):
```
! wB97M-V def2-TZVPD RIJCOSX def2/J DEFGRID3
* xyz 0 1
C 0.514 -0.264 -0.401
C -0.303 0.824 0.613
O 0.238 -0.034 -1.721
N -0.252 -1.308 0.167
O 0.237 -1.938 1.103
H -0.661 -0.342 -1.907
H 1.593 -0.271 -0.218
H -1.317 0.932 0.234
H 0.254 1.746 0.445
H -0.303 0.653 1.685
*
```



C2H5NO2PS | ωB97M-V/def2-TZVPD

Total energy (eV): -27863.7786
HOMO energy (eV): -3.6
LUMO energy (Eh): 0.1251
HOMO-LUMO gap (eV): 6.97

Structure (ORCA input):
```
! wB97M-V def2-TZVPD RIJCOSX def2/J DEFGRID3
* xyz -1 1
C 0.113 0.039 0.552
C 1.269 0.027 -0.622
N -1.124 -0.280 0.097
O -1.529 0.816 -0.729
O 2.525 -0.165 -0.016
P -2.630 0.549 0.506
S -4.153 -0.573 -0.113
H 0.406 -0.682 1.319
H 0.165 1.036 1.164
H 1.273 1.003 -0.968
H 1.182 -0.705 -1.476
H 2.503 -1.064 0.285
*
```



C2H5NO3 | ωB97M-V/def2-TZVPD

Total energy (eV): -9787.8128
HOMO energy (eV): -10.3
LUMO energy (Eh): 0.0290
HOMO-LUMO gap (eV): 11.11

Structure (ORCA input):
```
! wB97M-V def2-TZVPD RIJCOSX def2/J DEFGRID3
* xyz 0 1
C 1.407 0.328 -0.982
C -1.521 -0.869 1.480
N 0.479 1.229 -1.404
O 1.231 -0.840 -0.629
O -1.451 0.316 1.282
O -0.651 -1.776 1.139
H -2.236 -1.154 2.191
H 0.705 2.261 -1.426
H -0.457 1.014 -1.553
H 2.439 0.819 -0.730
H 0.055 -1.328 0.632
*
```



C2H5NO3 | ωB97M-V/def2-TZVPD

Total energy (eV): -9787.4292
HOMO energy (eV): -10.0
LUMO energy (Eh): 0.0212
HOMO-LUMO gap (eV): 10.61

Structure (ORCA input):
```
! wB97M-V def2-TZVPD RIJCOSX def2/J DEFGRID3
* xyz 0 1
C -1.916 0.251 1.588
N -1.436 0.552 0.342
O -2.541 1.047 2.246
H -1.943 -0.809 1.864
H -1.543 1.539 0.232
H -1.471 -0.152 -0.372
O 2.762 0.142 -1.697
C 1.867 -0.646 -1.746
O 1.316 -1.186 -0.626
H 1.311 -0.958 -2.633
H 2.024 -1.294 0.025
*
```



C2H5NO3 | ωB97M-V/def2-TZVPD

Total energy (eV): -9786.7375
HOMO energy (eV): -10.2
LUMO energy (Eh): 0.0242
HOMO-LUMO gap (eV): 10.85

Structure (ORCA input):
```
! wB97M-V def2-TZVPD RIJCOSX def2/J DEFGRID3
* xyz 0 1
C 2.284 1.452 -1.523
N 3.015 0.764 -0.591
O 1.546 2.393 -1.396
H 2.447 0.897 -2.520
H 3.011 -0.263 -0.842
H 3.329 1.392 0.169
O -3.024 -2.465 0.549
C -2.737 -1.536 1.306
O -3.643 -0.449 1.542
H -1.752 -1.326 1.794
H -4.477 -0.859 1.511
*
```



C2H5NO3S | ωB97M-V/def2-TZVPD

Total energy (eV): -20618.2397
HOMO energy (eV): -9.5
LUMO energy (Eh): 0.0186
HOMO-LUMO gap (eV): 10.02

Structure (ORCA input):
```
! wB97M-V def2-TZVPD RIJCOSX def2/J DEFGRID3
* xyz 0 1
C 1.185 0.701 -0.153
C 0.734 -0.667 0.230
N -0.895 0.974 -1.058
O -1.716 -1.443 -1.104
O 0.012 1.509 -0.083
O -1.782 -0.443 0.960
S -0.986 -0.431 -0.378
H 1.841 1.264 0.588
H 1.566 0.703 -1.165
H 0.935 -1.396 -0.501
H 0.876 -1.199 1.178
H -1.771 0.428 1.487
*
```



C2H5NO4 | ωB97M-V/def2-TZVPD

Total energy (eV): -11831.8230
HOMO energy (eV): -9.8
LUMO energy (Eh): 0.0247
HOMO-LUMO gap (eV): 10.51

Structure (ORCA input):
```
! wB97M-V def2-TZVPD RIJCOSX def2/J DEFGRID3
* xyz 0 1
C -0.116 0.559 1.021
C 0.264 0.506 -1.192
N -0.758 -0.528 0.957
O -0.063 -1.736 1.212
O 1.082 0.923 1.390
O 1.001 -0.449 -1.320
O -0.961 0.534 -1.789
H -0.943 1.293 0.798
H 0.710 1.585 -0.967
H 1.422 0.010 1.534
H -0.526 -2.511 0.789
H -1.112 -0.187 -2.432
*
```



C2H5NO4 | ωB97M-V/def2-TZVPD

Total energy (eV): -11834.4465
HOMO energy (eV): -10.9
LUMO energy (Eh): 0.0042
HOMO-LUMO gap (eV): 11.05

Structure (ORCA input):
```
! wB97M-V def2-TZVPD RIJCOSX def2/J DEFGRID3
* xyz 0 1
O -1.678 0.810 -0.742
C -1.093 -0.163 -0.126
N 0.120 -0.533 -0.519
C 1.012 -0.293 -1.732
O 1.111 1.032 -1.914
O 1.583 -1.259 -2.226
H -1.697 -0.778 0.517
H 0.370 -1.501 -0.150
H 0.256 1.282 -1.450
H -0.353 0.932 5.157
H -0.239 -0.428 5.295
O -0.853 0.287 5.558
*
```



C2H5NO4S | ωB97M-V/def2-TZVPD

Total energy (eV): -22666.9946
HOMO energy (spin up / spin down) (eV): -7.9 / -7.9
LUMO energy (spin up / spin down) (Eh): 0.0059 / 0.0068
HOMO-LUMO gap (spin up / spin down) (eV): 8.09 / 8.12

Structure (ORCA input):
```
! wB97M-V def2-TZVPD RIJCOSX def2/J DEFGRID3
* xyz 0 1
C 1.999 1.118 -0.409
C 0.348 -0.473 0.302
N 0.476 -1.602 -0.468
O -1.624 0.022 -1.298
O 2.896 1.346 0.312
O -2.103 -0.153 1.140
O -0.988 1.842 0.230
S -1.120 0.439 -0.022
H 1.747 1.515 -1.389
H 0.634 -0.505 1.338
H -2.656 0.540 1.502
H -0.181 -1.600 -1.240
H 0.572 -2.490 0.002
*
```



C2H5NOS | ωB97M-V/def2-TZVPD

Total energy (eV): -16521.8991
HOMO energy (eV): -8.4
LUMO energy (Eh): -0.0090
HOMO-LUMO gap (eV): 8.17

Structure (ORCA input):
```
! wB97M-V def2-TZVPD RIJCOSX def2/J DEFGRID3
* xyz 0 1
C 1.874 -0.676 0.035
C -0.055 0.302 0.095
H 2.829 -0.215 0.385
H 1.522 -1.080 1.038
H 2.228 -1.189 -0.984
H 0.106 2.293 0.957
H -1.729 1.680 0.436
N -0.651 1.535 -0.219
O 1.098 0.516 -0.135
S -1.256 -0.882 0.000
*
```



C2H5NOS | ωB97M-V/def2-TZVPD

Total energy (eV): -16525.8890
HOMO energy (eV): -9.0
LUMO energy (Eh): -0.0029
HOMO-LUMO gap (eV): 8.95

Structure (ORCA input):
```
! wB97M-V def2-TZVPD RIJCOSX def2/J DEFGRID3
* xyz 0 1
C -1.835 -0.932 -0.610
C 1.168 1.117 0.199
N -0.513 -1.159 -0.315
O -2.619 0.016 -0.680
S 1.156 -0.705 0.512
H -2.311 -1.897 -0.822
H 0.846 1.160 -0.839
H 2.202 1.407 0.444
H 0.272 1.398 0.827
H -0.398 -2.225 -0.346
*
```



C2H5NOS | ωB97M-V/def2-TZVPD

Total energy (eV): -16523.1088
HOMO energy (eV): -8.7
LUMO energy (Eh): -0.0385
HOMO-LUMO gap (eV): 7.69

Structure (ORCA input):
```
! wB97M-V def2-TZVPD RIJCOSX def2/J DEFGRID3
* xyz 0 1
C -1.629 0.687 0.003
C 0.687 -0.723 -0.505
H -1.651 0.099 0.980
H -1.882 1.710 0.114
H -2.183 0.422 -0.939
H 2.493 -1.535 0.503
H 2.235 0.382 1.002
N 1.974 -0.581 -0.231
O -0.116 -1.494 -0.700
S 0.072 1.033 -0.228
*
```



C2H5NOS | ωB97M-V/def2-TZVPD

Total energy (eV): -16522.1899
HOMO energy (eV): -8.6
LUMO energy (Eh): -0.0723
HOMO-LUMO gap (eV): 6.64

Structure (ORCA input):
```
! wB97M-V def2-TZVPD RIJCOSX def2/J DEFGRID3
* xyz 0 1
C 0.853 -0.346 -0.348
C 0.995 0.885 0.539
N 0.521 0.941 -0.788
O -1.988 -1.137 0.143
S -2.072 0.492 0.052
H 1.799 -0.743 -0.754
H 0.023 -1.058 -0.279
H 0.309 1.110 1.180
H 1.986 1.374 0.888
H -2.426 -1.517 -0.631
*
```